The following is a quantum chemistry calculation of C27H23IN6O4V as an isolated structure in a non-equilibrium geometry, from the Open Molecules 2025 dataset.

⟨S²⟩ = 2.01
HOMO-LUMO gap (spin up / spin down) = 0.230 / 0.222 Eh
Spin multiplicity = 3
LUMO (spin up / spin down) = -9.793 / -10.002 eV
Net charge = +3

Geometry (Å):
V  -0.05382  0.11564  -0.00395
O  -2.43098  -2.91984  -2.23255
C  -1.91146  -1.90697  -1.59834
O  -0.73256  -1.59596  -1.58115
C  -2.89701  -1.05196  -0.87247
C  -4.27713  -1.19838  -0.87027
C  -5.03654  -0.22508  -0.23703
C  -4.39781  0.87704  0.33017
C  -3.01891  0.92266  0.27363
N  -2.28011  -0.03860  -0.28361
C  -2.11223  2.00833  0.73377
O  -2.49862  3.16219  1.16831
O  -0.89783  1.77867  0.65252
H  -1.75547  -3.41011  -2.73644
H  -4.73729  -2.04342  -1.36469
H  -6.11526  -0.30441  -0.20763
H  -4.98112  1.66263  0.79429
H  -3.46112  3.29390  1.18566
C  -1.86801  -0.83065  2.88374
C  -1.19352  -1.95946  2.16658
C  -1.50344  -3.28109  2.48350
C  -0.82663  -4.30976  1.86589
C  0.19270  -4.00827  0.96359
C  0.45763  -2.68772  0.69734
N  -0.25650  -1.66665  1.25317
C  1.60626  -2.23585  -0.12667
C  2.63331  -3.01864  -0.61639
C  3.73520  -2.37889  -1.17601
C  3.83960  -0.99327  -1.14214
C  2.78041  -0.27339  -0.62408
N  1.66713  -0.90246  -0.23336
C  2.76619  1.14482  -0.20839
C  3.75454  2.04445  -0.51537
C  3.74186  3.27747  0.13708
C  2.79156  3.50348  1.10622
C  1.80519  2.54612  1.37046
C  0.86914  2.76586  2.52158
N  1.75085  1.41229  0.66057
H  -1.67303  -0.91060  3.95457
H  -2.95138  -0.86513  2.75748
H  -1.48211  0.13559  2.56117
H  -2.25728  -3.48348  3.23255
H  -1.05984  -5.33945  2.10341
H  0.77375  -4.79499  0.50465
H  2.60778  -4.09533  -0.53428
H  4.55329  -2.96751  -1.57004
H  4.74751  -0.49957  -1.45753
H  4.53502  1.79384  -1.21987
H  4.49991  4.01955  -0.07584
H  2.81025  4.41028  1.69613
H  1.45810  3.07290  3.38633
H  0.33725  1.85621  2.78857
H  0.15542  3.56497  2.32063
I  2.08354  1.41634  -5.65202
C  1.22487  1.65353  -3.80940
C  1.01136  2.83107  -3.11593
N  0.43890  2.50905  -1.94885
N  0.24576  1.17762  -1.83456
C  0.72954  0.65769  -2.97198
H  1.21521  3.85682  -3.37829
H  0.14556  3.13211  -1.21323
H  0.70242  -0.40622  -3.14120

Atom charges from the Mulliken analysis, given in e for atoms 1 to 8: V 0.326; O -0.436; C 0.077; O -0.287; C 0.473; C -0.766; C -0.883; C -1.072

The following is a quantum chemistry calculation of C38H38F6N2O6Ti as an isolated structure in a non-equilibrium geometry, from the Open Molecules 2025 dataset.

HOMO-LUMO gap = 0.293 Eh
LUMO = -0.335 eV
Energy above the lowest of the compared OMol25 structures with the same formula, charge and spin = 0.000 eV

Geometry (Å):
Ti  0.33443  -0.57985  -0.25922
C  -2.41873  -1.66162  -3.43805
C  -2.48177  -1.83391  -1.94481
C  -3.05183  -0.83292  -1.15624
C  -3.22522  -1.00728  0.20875
C  -3.95361  -0.00049  1.05513
C  -2.78986  -2.19479  0.79168
C  -2.23127  -3.21051  0.03057
C  -1.91330  -4.53198  0.67656
C  -2.08415  -3.01768  -1.34132
H  -1.84224  -2.46081  -3.90331
H  -1.96558  -0.70280  -3.69381
H  -3.42624  -1.67767  -3.85932
H  -3.40743  0.07404  -1.62980
H  -3.27715  0.39436  1.81302
H  -4.79169  -0.47847  1.56502
H  -4.33495  0.82101  0.45001
H  -2.94126  -2.34360  1.85513
H  -2.81700  -5.14407  0.72249
H  -1.56856  -4.38654  1.69963
H  -1.15689  -5.08236  0.11917
H  -1.68687  -3.81748  -1.95704
C  -3.02471  2.89943  -2.98531
O  -2.01881  1.92532  -2.78232
C  -0.70564  2.25290  -2.90217
C  -0.20991  3.35973  -3.55733
C  1.16806  3.56608  -3.66296
C  2.04800  2.65950  -3.13139
C  1.57654  1.52339  -2.45798
C  2.48964  0.47382  -2.06556
N  2.08903  -0.51097  -1.35053
N  2.83855  -1.64583  -1.20747
C  2.00575  -2.62024  -0.93663
O  0.73158  -2.40636  -0.84948
C  2.53383  -3.99463  -0.83167
C  1.67022  -5.05851  -1.07809
C  2.12513  -6.36281  -0.98511
C  3.44722  -6.60970  -0.64325
C  4.30711  -5.54937  -0.39031
C  3.85944  -4.24220  -0.48650
C  0.18341  1.31313  -2.32096
O  -0.29035  0.24107  -1.71947
H  -3.89893  2.37059  -3.36028
H  -3.27946  3.37779  -2.03609
H  -2.74791  3.67023  -3.70218
H  -0.87688  4.07574  -4.01477
H  1.52990  4.44602  -4.17683
H  3.11702  2.80615  -3.22379
H  3.49690  0.46705  -2.47574
H  0.65037  -4.83256  -1.35900
H  1.44974  -7.18590  -1.17960
H  3.81045  -7.62690  -0.57570
H  5.33611  -5.74419  -0.11699
H  4.52298  -3.40850  -0.29938
C  1.29085  -3.19306  2.59068
C  0.79066  -1.74602  2.56893
O  0.29472  -1.35911  1.34515
C  1.98132  -0.83099  2.96531
F  1.58182  0.40917  3.28686
F  2.69011  -1.29664  4.00440
F  2.83937  -0.74632  1.93419
C  -0.32894  -1.55679  3.62539
F  0.16441  -1.46343  4.87662
F  -1.05532  -0.46042  3.39168
F  -1.17279  -2.60934  3.62099
H  2.24360  -3.24958  2.06558
H  0.57089  -3.82115  2.07387
H  1.42279  -3.54270  3.61307
C  0.14437  7.20836  2.33424
C  0.16035  5.76976  1.90195
C  1.34096  5.05023  1.82888
C  1.38201  3.71749  1.43682
C  2.74884  3.07946  1.42765
C  0.16953  3.06189  1.12184
C  -1.04019  3.79154  1.16575
C  -2.39145  3.21390  0.84076
C  -1.01458  5.12435  1.54874
C  0.14721  1.62326  0.74873
O  -0.89297  0.92672  0.73558
O  1.22422  1.02603  0.37874
H  1.06379  7.47008  2.85557
H  -0.70313  7.40237  2.99113
H  0.05221  7.86327  1.46525
H  2.27231  5.54188  2.08589
H  3.50956  3.85873  1.42475
H  2.89482  2.43063  0.57252
H  2.88526  2.47769  2.32636
H  -2.79302  2.70160  1.71611
H  -2.34907  2.48025  0.04151
H  -3.08030  4.01594  0.57330
H  -1.94741  5.67710  1.57583

Atom charges from the Mulliken analysis, given in e for atoms 1 to 8: Ti -1.648; C -1.727; C 0.620; C -0.262; C 0.653; C -1.626; C -0.420; C 1.102

The following is a quantum chemistry calculation of a 2-piece molecular cluster, C5H12N2O2 overall, from the Open Molecules 2025 dataset.

HOMO-LUMO gap = 0.295 Eh
LUMO = 0.797 eV
Energy above the lowest of the compared OMol25 structures with the same formula, charge and spin = 2.543 eV
SMILES = NCC(N)=C(O)O.C=C

Geometry (Å):
C  -1.89281  -1.11064  -0.00670
C  3.60497  -0.88648  -0.59514
C  2.50632  -0.16130  -0.59993
C  -1.72860  1.30841  0.56801
C  -1.30806  -0.13582  0.69606
N  -0.19918  -0.38366  1.54744
N  -2.09425  1.63065  -0.81268
O  -2.87409  -0.92306  -0.93476
O  -1.52752  -2.42085  0.12488
H  4.41024  -0.70320  0.09773
H  -2.07842  -2.91949  -0.48614
H  3.75394  -1.70118  -1.28495
H  2.34602  0.64402  0.09585
H  1.69952  -0.35727  -1.28677
H  -0.90746  1.93067  0.94750
H  -2.61411  1.50596  1.18464
H  -0.37488  -0.07607  2.49838
H  0.01326  -1.37592  1.54723
H  -2.93413  0.04431  -1.09279
H  -1.27273  1.57305  -1.40761
H  -2.45336  2.57742  -0.87202

Atom charges from the Mulliken analysis, given in e for atoms 1 to 8: C 0.504; C -0.445; C -0.413; C -0.654; C 0.221; N -0.545; N -0.626; O -0.632

no.,electronic energy (eV)
1,-79270.923
2,-94713.885
3,-12453.440